1.
{"formula": "C26H22KN2O2", "method": "ωB97M-V/def2-TZVPD", "symbols": ["K", "C", "C", "C", "C", "N", "C", "C", "C", "C", "C", "C", "C", "H", "H", "H", "H", "H", "H", "H", "H", "C", "C", "C", "C", "C", "C", "N", "C", "C", "C", "C", "C", "C", "C", "O", "O", "C", "C", "H", "H", "H", "H", "H", "H", "H", "H", "H", "H", "H", "H", "H", "H"], "coordinates": [[-1.3517, -0.3500, 1.3553], [-3.1198, -4.7905, -0.3243], [-2.0305, -5.4427, -0.8841], [-0.7904, -4.8423, -0.8331], [-0.6334, -3.5819, -0.2338], [-1.6909, -2.9729, 0.3277], [-2.8811, -3.5657, 0.2729], [0.6932, -2.8998, -0.1912], [1.6435, -3.2740, -1.1538], [2.9009, -2.6967, -1.1662], [3.2017, -1.7347, -0.2067], [2.2370, -1.3677, 0.7250], [0.9394, -1.9167, 0.7958], [-4.1138, -5.2167, -0.3362], [-2.1455, -6.4162, -1.3465], [0.0715, -5.3559, -1.2341], [-3.7002, -3.0279, 0.7439], [1.4009, -3.9874, -1.9365], [3.6255, -2.9764, -1.9224], [4.1820, -1.2658, -0.2003], [2.5196, -0.5970, 1.4432], [0.3958, -0.4263, -2.5464], [-0.5060, 0.5672, -1.8664], [-1.8826, 0.3613, -1.8635], [-2.7321, 1.2918, -1.2836], [-2.2128, 2.4177, -0.6702], [-0.8337, 2.6257, -0.6335], [-0.3247, 3.7944, 0.0193], [0.4063, 3.5412, 1.2482], [1.7690, 3.7876, 1.3235], [2.4641, 3.5504, 2.5015], [1.7899, 3.0682, 3.6139], [0.4216, 2.8458, 3.5495], [-0.2820, 3.0979, 2.3791], [-1.7961, 2.9342, 2.3075], [-2.4398, 3.9859, 2.1379], [-2.2210, 1.7554, 2.3643], [0.0291, 1.7129, -1.2601], [1.5078, 1.9774, -1.3211], [-0.1580, -1.3263, -2.8142], [1.2209, -0.7267, -1.9018], [0.8150, -0.0012, -3.4634], [-2.2831, -0.5338, -2.3266], [-3.8030, 1.1268, -1.2815], [-2.8611, 3.1115, -0.1489], [-1.1284, 4.3520, 0.3038], [2.2794, 4.1671, 0.4487], [3.5299, 3.7371, 2.5475], [2.3294, 2.8698, 4.5324], [-0.1144, 2.4737, 4.4148], [1.6863, 3.0508, -1.3556], [1.9513, 1.5166, -2.2020], [2.0251, 1.5726, -0.4479]], "mulliken_charge": [0.848, -0.644, -0.377, -0.763, 0.098, 0.162, -0.296, 1.461, -0.521, -0.666, -0.476, -0.428, -1.131, 0.368, 0.392, 0.383, 0.367, 0.167, 0.322, 0.338, 0.443, -1.858, 1.322, -0.851, -0.964, -0.529, -0.091, -0.427, -0.152, -0.252, -0.609, -0.517, -0.569, 0.849, 0.042, -0.724, -0.750, 1.086, -1.543, 0.388, 0.217, 0.499, 0.307, 0.361, 0.397, 0.578, 0.420, 0.394, 0.384, 0.423, 0.498, 0.458, 0.160], "e_homo_ev": -3.896, "lumo_energy_ev": 2.3, "e_above_lowest_ev": 0.000, "charge": -1}

2.
{"formula": "C26H22N2S2W", "method": "ωB97M-V/def2-TZVPD", "symbols": ["W", "C", "C", "C", "C", "C", "C", "C", "C", "S", "C", "N", "C", "C", "C", "C", "C", "C", "C", "C", "H", "H", "H", "H", "H", "H", "H", "H", "H", "H", "H", "H", "H", "H", "H", "H", "S", "C", "C", "C", "C", "C", "C", "C", "C", "C", "N", "H", "H", "H", "H", "H", "H"], "coordinates": [[1.2701, -0.9505, -0.0091], [-3.9512, 3.4641, 1.0496], [-3.6576, 2.2805, 0.1127], [-4.6896, 2.2335, -1.0256], [-3.7766, 0.9854, 0.9213], [-2.2683, 2.4621, -0.4792], [-1.9908, 3.5970, -1.2680], [-0.7529, 3.8450, -1.8211], [0.2596, 2.9197, -1.5959], [1.9191, 2.9088, -2.1484], [2.1960, 1.4326, -1.3544], [1.1246, 0.9538, -0.6928], [0.0090, 1.7870, -0.8267], [-1.2431, 1.5567, -0.2612], [3.3958, 0.6278, -1.3185], [4.5923, 0.9679, -1.9381], [5.6761, 0.1107, -1.8244], [5.5647, -1.0728, -1.1026], [4.3617, -1.4286, -0.5011], [3.2572, -0.5926, -0.6025], [-4.9481, 3.3512, 1.4763], [-3.9148, 4.4218, 0.5308], [-3.2294, 3.4917, 1.8680], [-5.6889, 2.1219, -0.6047], [-4.4967, 1.3816, -1.6806], [-4.6813, 3.1384, -1.6328], [-4.7873, 0.9077, 1.3195], [-3.0870, 0.9763, 1.7687], [-3.5997, 0.1070, 0.2951], [-2.7774, 4.3164, -1.4506], [-0.5729, 4.7316, -2.4140], [-1.3732, 0.6724, 0.3550], [4.6710, 1.8970, -2.4897], [6.6147, 0.3627, -2.2990], [6.4179, -1.7313, -1.0105], [4.2953, -2.3556, 0.0558], [0.9607, -3.1189, 3.9026], [1.5679, -1.5731, 4.3240], [1.7353, -0.7563, 3.2484], [1.3381, -1.3740, 2.0333], [0.8840, -2.6829, 2.2529], [0.4667, -3.5275, 1.1475], [-0.1173, -4.7811, 1.2359], [-0.4710, -5.4484, 0.0746], [-0.2408, -4.8569, -1.1644], [0.3317, -3.6070, -1.1941], [0.6830, -2.9514, -0.0693], [1.7870, -1.3489, 5.3569], [2.1180, 0.2506, 3.3295], [-0.2898, -5.2231, 2.2078], [-0.9304, -6.4266, 0.1278], [-0.4994, -5.3558, -2.0866], [0.5380, -3.0975, -2.1280]], "mulliken_charge": [0.574, -1.533, 1.908, -1.541, -2.066, -0.068, -0.552, -1.364, 0.720, -0.220, 0.961, 0.027, -0.423, 0.113, 0.442, -0.683, -0.720, -0.730, -0.482, 0.125, 0.441, 0.353, 0.390, 0.448, 0.392, 0.338, 0.433, 0.410, 0.399, 0.484, 0.426, 0.513, 0.458, 0.435, 0.421, 0.483, -0.106, -0.473, -0.585, 0.048, -0.290, 1.517, -0.855, -0.346, -0.816, 0.024, -0.219, 0.496, 0.440, 0.447, 0.467, 0.445, 0.495], "multiplicity": 3, "e_homo_ev": [-14.272, -14.316], "lumo_energy_ev": [-8.3, -7.6], "e_above_lowest_ev": 0.157, "charge": 2}

3.
{"formula": "C26H22O4", "method": "ωB97M-V/def2-TZVPD", "symbols": ["C", "C", "C", "C", "C", "C", "C", "O", "C", "O", "C", "C", "C", "C", "C", "C", "C", "C", "C", "O", "C", "O", "C", "C", "C", "C", "C", "C", "C", "C", "H", "H", "H", "H", "H", "H", "H", "H", "H", "H", "H", "H", "H", "H", "H", "H", "H", "H", "H", "H", "H", "H"], "coordinates": [[1.6146, 2.4974, 2.7563], [0.5932, 2.1238, 1.7277], [-0.4374, 1.3014, 1.9005], [-0.7809, 0.5474, 3.1467], [-1.3822, 1.0724, 0.7434], [-0.6286, 0.9628, -0.5472], [-0.9902, 0.0614, -1.5430], [-2.1113, -0.7325, -1.3310], [-2.0197, -2.0649, -1.5237], [-1.0000, -2.6324, -1.8245], [-3.3185, -2.7406, -1.2953], [-3.3612, -4.1297, -1.3952], [-4.5510, -4.8022, -1.1943], [-5.7037, -4.0934, -0.8935], [-5.6657, -2.7113, -0.7940], [-4.4786, -2.0316, -0.9934], [-0.2840, 0.0026, -2.7354], [0.8163, 0.8163, -2.9114], [1.2144, 1.6869, -1.9032], [2.3096, 2.4930, -2.1556], [3.4554, 2.4562, -1.4418], [4.2686, 3.3237, -1.6268], [3.6798, 1.3575, -0.4594], [3.2468, 0.0475, -0.6404], [3.5241, -0.9091, 0.3203], [4.2398, -0.5753, 1.4573], [4.7032, 0.7199, 1.6265], [4.4297, 1.6799, 0.6712], [0.4735, 1.7928, -0.7285], [0.7806, 2.7661, 0.3713], [1.8365, 3.5613, 2.6875], [1.2758, 2.2832, 3.7652], [2.5407, 1.9499, 2.5800], [-0.6934, -0.5239, 2.9635], [-1.8121, 0.7521, 3.4346], [-0.1310, 0.8034, 3.9767], [-2.0705, 1.9241, 0.6728], [-1.9828, 0.1769, 0.9058], [-2.4503, -4.6586, -1.6316], [-4.5828, -5.8786, -1.2723], [-6.6343, -4.6187, -0.7370], [-6.5662, -2.1626, -0.5610], [-4.4437, -0.9557, -0.9205], [-0.5880, -0.6824, -3.5104], [1.3869, 0.7823, -3.8263], [2.7156, -0.2431, -1.5324], [3.1798, -1.9215, 0.1733], [4.4473, -1.3258, 2.2055], [5.2794, 0.9802, 2.5023], [4.7873, 2.6927, 0.7842], [0.0812, 3.6075, 0.2794], [1.7879, 3.1714, 0.2770]], "mulliken_charge": [-1.829, 0.939, 0.852, -1.797, -0.686, 0.440, 0.221, -0.408, 0.654, -0.605, 0.103, -0.447, -0.557, -0.376, -0.622, -0.268, -0.566, -0.696, -0.012, -0.532, 0.066, -0.588, 0.577, -0.098, -0.803, -0.396, -0.601, -0.439, 0.609, -1.101, 0.370, 0.482, 0.160, 0.352, 0.341, 0.377, 0.311, 0.355, 0.456, 0.398, 0.389, 0.400, 0.427, 0.493, 0.496, 0.517, 0.471, 0.425, 0.411, 0.440, 0.388, 0.507], "e_homo_ev": -8.802, "lumo_energy_ev": 0.3, "smiles": "CC1=C(C)Cc2c(OC(=O)c3ccccc3)ccc(OC(=O)c3ccccc3)c2C1", "e_above_lowest_ev": 0.196, "charge": 0}

4.
{"formula": "C26H23B2O20", "method": "ωB97M-V/def2-TZVPD", "symbols": ["O", "B", "O", "C", "C", "O", "B", "O", "H", "H", "H", "H", "H", "H", "H", "C", "C", "C", "O", "C", "C", "C", "O", "O", "O", "H", "H", "H", "H", "C", "C", "C", "O", "C", "C", "C", "O", "O", "O", "H", "H", "H", "H", "C", "C", "C", "O", "C", "C", "C", "O", "O", "O", "H", "H", "H", "H", "C", "C", "C", "O", "C", "C", "C", "O", "O", "O", "H", "H", "H", "H"], "coordinates": [[3.9079, 3.7218, 1.1536], [3.8123, 3.7674, -0.3440], [4.7872, 3.1122, -1.2447], [2.5120, 4.5584, -0.9664], [1.4525, 5.3174, 0.0458], [0.3500, 4.3798, 0.3701], [0.8032, 3.0889, -0.1869], [1.6328, 3.4159, -1.3660], [4.7698, 4.1284, 1.4628], [4.8122, 3.6848, -2.0909], [2.7533, 5.2293, -1.8944], [2.0202, 5.8578, 0.9246], [0.9117, 6.0570, -0.6998], [1.2797, 2.5292, 0.7324], [0.0227, 2.3241, -0.6217], [-5.3869, 2.1213, -2.2208], [-4.4160, 1.5752, -1.4860], [-3.0374, 2.1382, -1.4843], [-2.1708, 1.6262, -0.7843], [-2.7675, 3.3030, -2.3416], [-3.7377, 3.8468, -3.0789], [-5.1224, 3.3006, -3.0593], [-5.9973, 3.8333, -3.7337], [-3.4904, 4.9399, -3.8890], [-4.6564, 0.4650, -0.6974], [-6.3939, 1.7237, -2.2297], [-1.7571, 3.6912, -2.3446], [-4.3495, 5.1466, -4.3176], [-3.7988, 0.2621, -0.2643], [5.7143, -0.5271, 2.6710], [5.4819, -1.2989, 3.7344], [4.5439, -0.8726, 4.8096], [4.3359, -1.6116, 5.7654], [3.8985, 0.4431, 4.6793], [4.1337, 1.2163, 3.6175], [5.0502, 0.7778, 2.5294], [5.2323, 1.5025, 1.5568], [3.5326, 2.4551, 3.4900], [6.1045, -2.5255, 3.8757], [6.3920, -0.8256, 1.8810], [3.2329, 0.7484, 5.4765], [3.8609, 2.8180, 2.6385], [5.7715, -2.8909, 4.7242], [1.6297, -2.0964, 0.2565], [2.8610, -1.5865, 0.1875], [4.0251, -2.4264, -0.2088], [5.1415, -1.9253, -0.2817], [3.7825, -3.8488, -0.4965], [2.5517, -4.3593, -0.4240], [1.3840, -3.5130, -0.0547], [0.2620, -4.0066, -0.0144], [2.3170, -5.6957, -0.6904], [3.1001, -0.2566, 0.4811], [0.7742, -1.4968, 0.5409], [4.6400, -4.4519, -0.7658], [1.3500, -5.8194, -0.5720], [4.0661, -0.1316, 0.3568], [-5.1752, -4.3431, 0.2134], [-5.4904, -3.0722, -0.0439], [-6.3452, -2.7075, -1.2075], [-6.6336, -1.5329, -1.4076], [-6.8120, -3.7913, -2.0863], [-6.4937, -5.0618, -1.8307], [-5.6621, -5.4285, -0.6518], [-5.4015, -6.6068, -0.4326], [-6.9267, -6.0850, -2.6540], [-5.0343, -2.0463, 0.7633], [-4.5566, -4.6225, 1.0570], [-7.4176, -3.5107, -2.9385], [-6.5674, -6.9085, -2.2576], [-5.3987, -1.2234, 0.3703]], "mulliken_charge": [-0.605, 0.493, -0.615, -0.085, -0.368, -0.414, 1.116, -0.616, 0.255, 0.280, 0.172, 0.108, 0.249, -0.381, -0.526, -0.753, -0.312, 1.007, -0.645, -0.777, 0.467, 0.765, -0.641, -0.586, -0.472, 0.484, 0.541, 0.333, 0.400, -0.713, 0.311, 0.972, -0.653, -0.736, 0.275, 0.805, -0.547, -0.547, -0.603, 0.401, 0.441, 0.423, 0.341, -0.619, -0.215, 0.985, -0.641, -1.055, 0.389, 0.995, -0.622, -0.593, -0.202, 0.553, 0.414, 0.341, 0.195, -0.804, 0.370, 0.865, -0.528, -0.975, 0.412, 0.948, -0.629, -0.573, -0.580, 0.434, 0.419, 0.345, 0.327], "e_homo_ev": -3.678, "lumo_energy_ev": -0.1, "charge": -1}